C19H40P2Zr | ωB97M-V/def2-TZVPD

Positions of all 62 atoms, in Å:
P (3.3173, 3.5856, -2.5061)
P (0.6814, 2.1687, -5.0170)
C (3.2477, 3.4751, -4.3369)
C (1.8986, 3.5811, -5.0802)
H (3.8115, 2.5900, -4.6642)
H (3.8418, 4.3301, -4.6957)
H (1.3646, 4.5136, -4.8295)
H (2.1389, 3.6521, -6.1566)
C (1.6317, 1.0272, -6.0714)
H (1.1912, 0.0279, -6.0686)
H (2.6885, 0.9849, -5.7822)
H (1.5817, 1.4340, -7.0914)
C (-0.5960, 2.7709, -6.1411)
H (-0.1921, 2.8253, -7.1583)
H (-0.9350, 3.7659, -5.8522)
H (-1.4460, 2.0764, -6.1476)
C (5.1027, 3.6510, -2.1963)
H (5.2607, 3.5660, -1.1061)
H (5.4830, 4.6189, -2.5574)
H (5.6006, 2.8269, -2.7200)
C (2.6525, 5.2265, -2.0855)
H (1.6933, 5.4101, -2.5999)
H (3.3912, 5.9870, -2.3943)
H (2.5165, 5.2754, -0.9949)
Zr (0.3762, 0.5027, -0.6082)
C (-0.2777, 1.1289, -3.5521)
C (0.6993, 0.1013, -2.9930)
C (2.1631, 0.5621, -2.9335)
C (2.8109, 0.8707, -1.5512)
C (2.6767, 2.4052, -1.2006)
C (1.2045, 2.7302, -0.8699)
C (0.2721, 2.9937, -2.0236)
C (-0.8210, 1.9588, -2.3610)
C (0.1574, 1.0139, 1.5264)
H (-1.1013, 0.7904, -4.1931)
H (0.5468, -0.9642, -3.2464)
H (2.2664, 1.5035, -3.5303)
H (2.8074, -0.1469, -3.4859)
H (2.4575, 0.2057, -0.6904)
H (3.8768, 0.5795, -1.6001)
H (3.3193, 2.6025, -0.3231)
H (1.0753, 3.4464, -0.0583)
H (0.9024, 3.1153, -2.9587)
H (-0.1950, 3.9988, -1.9500)
H (-1.1876, 1.3068, -1.4438)
H (-1.7521, 2.5079, -2.6149)
H (-0.8050, 1.5235, 1.6751)
H (0.9254, 1.7479, 1.8150)
H (0.2034, 0.2125, 2.2741)
C (-0.5476, -2.9367, 1.1955)
C (-1.6580, -2.0942, 0.5779)
C (-2.4418, -1.3479, 1.6458)
C (-1.1270, -1.2140, -0.5963)
H (0.2017, -2.3246, 1.7054)
H (-0.0302, -3.5352, 0.4434)
H (-0.9481, -3.6476, 1.9312)
H (-2.3693, -2.8146, 0.1413)
H (-1.8331, -0.6330, 2.2050)
H (-3.2854, -0.8003, 1.2203)
H (-2.8611, -2.0680, 2.3606)
H (-1.9864, -0.7389, -1.1053)
H (-0.7034, -1.9107, -1.3332)

Properties
E ... -40189.04317 eV
Molecular weight ... 421.70 g/mol
Strongest force on any atom ... 2.38 eV/A
E_HOMO ... -13.34 eV
Total charge ... +2
Energy relative to the best compared isomer or geometry (same formula, charge and spin) ... 0.0 kcal per mole
Frontier orbital gap ... 6.77 eV

---

C5H15N7O | ωB97M-V/def2-TZVPD

Positions of all 28 atoms, in Å:
C (-0.9930, 2.0944, 0.0548)
C (2.6742, -0.2350, 0.1172)
C (-1.9848, -2.4903, 0.2545)
C (-0.7903, -2.0739, -0.5846)
C (-1.8330, -0.1773, 0.1397)
N (-2.7352, -1.1618, 0.4596)
N (-1.6244, 3.3488, -0.1765)
N (0.2146, 1.8395, -0.0914)
N (3.7053, -1.1401, 0.1179)
N (1.9208, -0.0985, -0.9472)
N (2.5143, 0.6471, 1.1117)
N (-1.9941, 1.1276, 0.2987)
O (-0.7196, -0.6366, -0.3758)
H (-2.6502, -3.0823, -0.2969)
H (-1.6833, -2.9194, 1.2416)
H (0.1588, -2.3754, -0.3811)
H (-0.9932, -2.2073, -1.6393)
H (-3.6760, -1.0590, 0.7875)
H (-1.1058, 4.1911, -0.4242)
H (-2.5706, 3.2858, -0.2969)
H (0.7684, 2.6038, -0.5085)
H (1.2466, 0.6750, -0.9762)
H (3.8991, -1.2789, -0.8928)
H (4.4737, -1.0133, 0.7379)
H (1.9998, -0.7086, -1.7364)
H (2.8992, 0.2231, 1.9834)
H (1.6894, 1.1616, 1.2067)
H (-2.8107, 1.4599, 0.8163)

Properties
E ... -17892.03881 eV
Molecular weight ... 189.22 g/mol
Strongest force on any atom ... 5.11 eV/A
E_HOMO ... -17.07 eV
Total charge ... +2
Energy relative to the best compared isomer or geometry (same formula, charge and spin) ... 0.0 kcal per mole
Frontier orbital gap ... 10.81 eV

---

C3H12NS | ωB97M-V/def2-TZVPD

Positions of all 17 atoms, in Å:
C (0.0498, 1.7558, -3.3068)
N (0.7737, 0.5730, -2.5191)
H (0.0988, 2.5633, -2.7158)
H (0.6838, 1.8356, -4.2303)
H (-0.8891, 1.2387, -3.6917)
H (0.2130, 0.2939, -1.7595)
H (1.8209, 0.7840, -2.2203)
H (0.4989, -0.2133, -3.1373)
C (-0.4483, -1.8301, 0.8452)
S (0.0334, -0.2072, 1.2632)
C (-0.4641, 0.0189, 2.9332)
H (-1.6085, -1.9586, 0.7244)
H (-0.2351, -2.6526, 1.5815)
H (0.0142, -2.2510, -0.1524)
H (-1.3509, -0.2265, 3.2245)
H (0.1923, -0.6538, 3.6414)
H (-0.2136, 0.8776, 3.3284)

Properties
E ... -15621.92434 eV
Molecular weight ... 94.20 g/mol
Strongest force on any atom ... 7.40 eV/A
E_HOMO ... -11.62 eV
Total charge ... +1
Energy relative to the best compared isomer or geometry (same formula, charge and spin) ... 61.4 kcal per mole
Frontier orbital gap ... 7.61 eV

---

BH4NO | ωB97M-V/def2-TZVPD

Positions of all 7 atoms, in Å:
N (-0.1877, -0.9795, 0.5333)
B (0.0799, 0.2218, -0.2410)
O (0.5536, 1.3106, 0.4224)
H (-0.0189, -1.8112, -0.0227)
H (-1.1288, -1.0798, 0.8944)
H (-0.1186, 0.3135, -1.4261)
H (0.8205, 2.0244, -0.1603)

Properties
SMILES ... NBO
E ... -4280.52814 eV
Molecular weight ... 44.85 g/mol
Strongest force on any atom ... 0.52 eV/A
E_HOMO ... -9.74 eV
Total charge ... 0
Energy relative to the best compared isomer or geometry (same formula, charge and spin) ... 8.3 kcal per mole
Frontier orbital gap ... 10.38 eV

---

C9H21FIO2P2Tc | ωB97M-V/def2-TZVPD

Positions of all 37 atoms, in Å:
C (-3.8017, -0.1233, -1.0008)
C (-2.3345, -0.1511, -0.9204)
H (-4.0336, -0.3768, -2.0688)
H (-4.1921, 0.8862, -0.7515)
H (-4.2522, -0.8761, -0.3197)
O (-1.4688, -0.3686, -1.7026)
I (-1.6378, 0.5759, 2.1133)
Tc (-0.0001, 0.1013, 0.3738)
P (0.4896, -2.2303, 0.7607)
C (1.8545, -3.1644, -0.0036)
C (0.7757, -2.5483, 2.5096)
H (0.5458, -3.6082, 2.6709)
H (-0.7430, -4.2681, 0.6850)
H (0.1239, -1.9191, 3.1193)
H (-1.8356, -2.8636, 0.9121)
H (2.8271, -2.7824, 0.3256)
H (1.8227, -2.3445, 2.7566)
C (-0.9608, -3.2409, 0.3765)
H (1.7321, -4.2017, 0.3409)
H (-1.1549, -3.2100, -0.6989)
H (1.8184, -3.1263, -1.0996)
P (0.6398, 2.2939, -0.3552)
C (2.0461, 2.6771, -1.4477)
C (-0.7524, 3.0989, -1.1836)
H (0.2966, 3.1366, 1.8727)
H (0.8151, 4.3929, 0.6948)
H (2.0123, 3.2360, 1.3771)
C (0.9759, 3.3677, 1.0493)
H (-1.6395, 3.0696, -0.5464)
H (-0.4643, 4.1351, -1.3830)
H (1.9935, 3.7612, -1.6261)
H (1.9886, 2.1364, -2.4009)
H (-0.9671, 2.5854, -2.1241)
H (2.9991, 2.4314, -0.9658)
C (1.1423, -0.3059, -1.1037)
O (2.0063, -0.5346, -1.8951)
F (1.3328, 0.3583, 1.6592)

Properties
Spin multiplicity ... 4
E ... -45330.92141 eV
Molecular weight ... 467.12 g/mol
Strongest force on any atom ... 10.71 eV/A
E_HOMO (alpha / beta) ... -18.95 / -21.24 eV
Total charge ... +3
Frontier orbital gap (alpha / beta) ... 4.33 / 7.06 eV

---

C30H80O10 | ωB97M-V/def2-TZVPD

Positions of all 120 atoms, in Å:
C (-13.5442, -1.4782, 26.8153)
C (-13.0365, -1.8177, 25.4576)
C (-14.1233, -2.4645, 24.6136)
O (-12.5659, -0.6097, 24.8257)
H (-12.8930, -0.8147, 27.3876)
H (-13.8189, -2.3599, 27.3875)
H (-14.4642, -0.8822, 26.7043)
H (-12.2090, -2.5377, 25.5139)
H (-14.4912, -3.3800, 25.0797)
H (-13.7388, -2.7656, 23.6332)
H (-14.9491, -1.7670, 24.4601)
H (-12.0612, -0.8808, 24.0520)
C (-17.2237, 2.7750, 20.9797)
C (-18.1197, 3.5213, 20.0053)
C (-17.2834, 4.2816, 18.9644)
O (-19.0387, 2.6463, 19.3756)
H (-16.6705, 1.9963, 20.4352)
H (-17.7832, 2.2248, 21.7352)
H (-16.5010, 3.4377, 21.4562)
H (-18.7133, 4.2760, 20.5295)
H (-16.7266, 3.5520, 18.3712)
H (-16.5788, 4.9314, 19.4804)
H (-17.9507, 4.8631, 18.3358)
H (-18.5374, 2.0550, 18.8009)
C (-15.1205, 1.9423, 24.0380)
C (-14.2368, 2.6068, 25.1032)
C (-14.9729, 3.6689, 25.8862)
O (-13.7804, 1.6157, 26.0251)
H (-15.4904, 2.6928, 23.3323)
H (-15.9325, 1.3848, 24.5028)
H (-14.5035, 1.2822, 23.4195)
H (-13.3947, 3.0757, 24.5720)
H (-15.6915, 3.1904, 26.5505)
H (-15.5357, 4.2860, 25.1849)
H (-14.2661, 4.2566, 26.4678)
H (-13.3312, 0.9016, 25.5264)
C (-12.6197, 6.8514, 27.3293)
C (-12.7881, 8.3465, 27.3903)
C (-11.5251, 9.0638, 27.8487)
O (-13.1406, 8.7377, 26.0535)
H (-12.2855, 6.4077, 28.2772)
H (-11.9524, 6.5191, 26.5436)
H (-13.5937, 6.3652, 27.2003)
H (-13.6124, 8.5943, 28.0691)
H (-11.5839, 10.1291, 27.6147)
H (-10.6339, 8.6467, 27.3797)
H (-11.4295, 8.9518, 28.9310)
H (-13.0845, 9.6974, 25.9875)
C (-13.3956, 5.0916, 22.3409)
C (-12.0288, 5.7099, 22.5362)
C (-11.1536, 4.8020, 23.3476)
O (-11.3650, 5.8861, 21.2568)
H (-13.2852, 4.1121, 21.8592)
H (-14.0486, 5.6314, 21.6412)
H (-13.9546, 4.9578, 23.2694)
H (-12.1141, 6.6885, 23.0226)
H (-11.2472, 3.7672, 23.0029)
H (-11.4242, 4.8023, 24.4010)
H (-10.1064, 5.0919, 23.2516)
H (-11.9107, 6.4810, 20.7316)
C (-21.4450, 5.3247, 24.0465)
C (-20.3982, 4.2363, 24.1330)
C (-19.0941, 4.6895, 24.7381)
O (-20.8394, 3.1014, 24.8827)
H (-22.3817, 4.9490, 23.6318)
H (-21.0726, 6.1135, 23.3839)
H (-21.6518, 5.7939, 25.0104)
H (-20.1850, 3.9019, 23.1093)
H (-18.6297, 5.4836, 24.1606)
H (-18.4120, 3.8379, 24.7952)
H (-19.2832, 5.0454, 25.7564)
H (-21.5809, 2.6980, 24.4181)
C (-19.6304, 0.0777, 22.1402)
C (-18.5280, -0.6523, 22.8448)
C (-18.6767, -0.6467, 24.3682)
O (-18.3571, -1.9732, 22.3220)
H (-19.5107, 0.1358, 21.0540)
H (-19.7408, 1.1004, 22.5037)
H (-20.6174, -0.4017, 22.2344)
H (-17.5768, -0.1477, 22.6406)
H (-17.7624, -1.0003, 24.8480)
H (-19.4988, -1.2531, 24.7526)
H (-18.8084, 0.3997, 24.6549)
H (-19.1148, -2.4898, 22.6246)
C (-12.3305, 3.3665, 30.3914)
C (-12.3272, 3.0386, 28.9010)
C (-10.9171, 2.6554, 28.4284)
O (-13.2382, 1.9529, 28.7538)
H (-11.7617, 2.5921, 30.9133)
H (-13.3559, 3.3480, 30.7638)
H (-11.8880, 4.3322, 30.6396)
H (-12.6306, 3.9171, 28.3043)
H (-10.6530, 1.6774, 28.8329)
H (-10.1909, 3.3849, 28.8018)
H (-10.8563, 2.6265, 27.3392)
H (-13.3169, 1.7122, 27.8036)
C (-19.1700, 2.1173, 29.1921)
C (-18.9590, 2.1000, 27.6959)
C (-17.6815, 1.3583, 27.3502)
O (-20.1196, 1.4952, 27.1129)
H (-19.7025, 3.0166, 29.4997)
H (-18.2307, 2.0342, 29.7363)
H (-19.7937, 1.2630, 29.4648)
H (-18.9269, 3.1336, 27.3221)
H (-17.4020, 1.2426, 26.3022)
H (-17.7015, 0.3494, 27.7827)
H (-16.8134, 1.8136, 27.8462)
H (-20.3041, 1.9289, 26.2667)
C (-16.2021, 4.4843, 29.5078)
C (-15.9858, 5.5797, 30.5253)
C (-14.7291, 6.4029, 30.2023)
O (-17.1709, 6.4306, 30.5297)
H (-16.4237, 4.9331, 28.5335)
H (-17.0221, 3.8259, 29.7907)
H (-15.2946, 3.8912, 29.3761)
H (-15.8591, 5.1443, 31.5297)
H (-14.4431, 7.0923, 30.9993)
H (-14.8672, 6.8611, 29.2238)
H (-13.8566, 5.7397, 30.1278)
H (-17.0890, 7.0446, 31.2666)

Properties
SMILES ... CC(C)O.CC(C)O.CC(C)O.CC(C)O.CC(C)O.CC(C)O.CC(C)O.CC(C)O.CC(C)O.CC(C)O
E ... -52882.44198 eV
Molecular weight ... 600.96 g/mol
Strongest force on any atom ... 1.46 eV/A
E_HOMO ... -9.55 eV
Total charge ... 0
Energy relative to the best compared isomer or geometry (same formula, charge and spin) ... 18.0 kcal per mole
Frontier orbital gap ... 10.03 eV